one) DFT (the ωB97M-V functional and the def2-TZVPD basis) results for the molecule C4H8N2OS.

LUMO   0.73 eV
Total charge   0
HOMO   -9.0 eV
SMILES string   O=NN1CCSCC1

Each line ends with the Löwdin charge.
Positions of all 16 atoms, in Å:
O 1.046 2.374 1.408  -0.06
N 1.491 1.275 1.149  -0.06
N 0.578 0.397 0.729  -0.17
C -0.805 0.819 0.561  -0.20
C -1.647 -0.375 0.097  -0.48
S -1.088 -1.092 -1.470  0.85
C 0.709 -1.169 -1.158  -0.46
C 1.057 -0.899 0.302  -0.21
H -1.158 1.195 1.527  0.12
H -0.843 1.635 -0.140  0.12
H -1.698 -1.140 0.888  0.08
H -2.671 -0.011 -0.091  0.08
H 1.047 -2.158 -1.428  0.07
H 1.181 -0.433 -1.798  0.07
H 2.174 -0.875 0.434  0.14
H 0.646 -1.696 0.910  0.11

two) DFT (the ωB97M-V functional and the def2-TZVPD basis) results for the molecule C4H8N2OS.

LUMO   0.63 eV
Total charge   0
HOMO   -8.8 eV
SMILES string   [H]/N=C/N(CC)OC=S

Each line ends with the Löwdin charge.
Positions of all 16 atoms, in Å:
H -0.490 3.153 -0.137  0.05
N -0.892 2.233 -0.192  0.13
C 0.018 1.369 -0.052  -0.24
N -0.265 -0.008 0.034  -0.13
C 0.711 -0.953 -0.509  -0.21
C 2.017 -0.942 0.271  -0.08
O -1.523 -0.304 -0.533  -0.13
C -2.529 -0.176 0.342  -0.75
S -4.058 -0.463 -0.061  0.69
H 1.084 1.552 0.112  0.13
H 0.236 -1.953 -0.419  0.13
H 0.872 -0.761 -1.584  0.13
H 2.542 -0.049 0.138  0.04
H 1.823 -1.090 1.337  0.09
H 2.640 -1.751 -0.073  0.08
H -2.187 0.143 1.325  0.08

It is two) that is the least stable of them.